# 1
Formula: C12H38O7
Source: the OMol25 dataset
Level of theory: wB97M-V/def2-TZVPD

The calculation puts the total energy at -27391.9158 eV. The value obtained for the energy above the lowest of the compared OMol25 structures with the same formula, charge and spin is 29.6 kcal per mole. Its gap between HOMO and LUMO is 9.970 eV. Its structure (SMILES) is CC(C)O.CC(C)O.CC(C)O.CO.CO.CO.O.

The geometry in ORCA input format:
```
! RIJCOSX wB97M-V def2-TZVPD def2/J DEFGRID3
* xyz 0 1
C 3.092 -0.859 2.321
C 3.322 0.603 2.647
C 2.050 1.337 3.022
O 4.282 0.714 3.716
H 2.480 -1.288 3.127
H 4.047 -1.382 2.337
H 2.553 -1.026 1.389
H 3.817 1.141 1.838
H 1.544 0.829 3.851
H 1.334 1.355 2.193
H 2.228 2.371 3.307
H 3.992 0.170 4.455
C -4.570 2.951 2.682
C -3.088 3.054 2.961
C -2.320 1.966 2.240
O -2.601 4.345 2.619
H -4.960 1.943 2.833
H -4.772 3.199 1.631
H -5.129 3.664 3.285
H -2.920 2.945 4.034
H -2.673 0.972 2.534
H -1.249 2.034 2.426
H -2.486 2.026 1.157
H -2.673 4.428 1.661
C -0.868 -1.965 -4.812
C 0.585 -1.686 -4.448
C 1.047 -0.361 -4.983
O 0.745 -1.611 -3.021
H -1.303 -2.778 -4.229
H -0.965 -2.193 -5.875
H -1.472 -1.070 -4.625
H 1.224 -2.489 -4.830
H 0.433 0.440 -4.568
H 0.964 -0.289 -6.070
H 2.091 -0.197 -4.719
H 0.359 -2.398 -2.604
C -1.124 3.083 -2.132
O 0.196 3.010 -1.631
H -1.859 2.704 -1.409
H -1.363 4.135 -2.297
H -1.233 2.558 -3.086
H 0.408 2.072 -1.502
C 1.097 -4.123 1.787
O 1.317 -4.877 0.592
H 0.141 -4.430 2.193
H 1.896 -4.293 2.510
H 1.075 -3.046 1.581
H 2.217 -4.716 0.292
C -0.187 -0.203 -0.134
O 0.751 0.294 -1.077
H 0.021 -1.260 0.097
H -0.104 0.355 0.794
H -1.214 -0.190 -0.517
H 0.652 -0.248 -1.882
O -0.096 -3.807 -1.553
H 0.293 -4.248 -0.775
H -1.022 -3.666 -1.336
*
```

Mulliken population analysis, charges in e, atoms 1 to 8: -1.10 0.38 -0.97 -0.59 0.32 0.34 0.23 0.27

# 2
Formula: C4H11N3
Source: the OMol25 dataset
Level of theory: wB97M-V/def2-TZVPD

The calculation puts the total energy at -8790.1822 eV. The value obtained for the energy above the lowest of the compared OMol25 structures with the same formula, charge and spin is 171.5 kcal per mole. Its gap between HOMO and LUMO (alpha / beta) is 8.119 / 8.424 eV. Its structure (SMILES) is C/C=C/NN(C)N.

The geometry in ORCA input format:
```
! RIJCOSX wB97M-V def2-TZVPD def2/J DEFGRID3
* xyz 0 1
C -3.270 -0.420 -0.315
C -2.069 -0.351 0.457
C -0.741 0.165 -0.573
N 0.386 0.591 0.071
N 1.646 -0.065 -0.232
C 2.743 0.912 -0.323
N 1.779 -1.163 0.622
H -4.022 -1.034 0.155
H -3.670 0.667 -0.454
H -3.159 -0.735 -1.302
H -1.912 -0.297 1.554
H -1.044 0.526 -1.508
H 0.062 0.688 1.063
H 3.701 0.537 -0.711
H 2.388 1.755 -0.992
H 2.921 1.309 0.769
H 2.300 -0.951 1.559
H 1.960 -2.135 0.161
*
```

Mulliken population analysis, charges in e, atoms 1 to 8: -1.10 -0.25 -0.29 -0.13 0.02 -0.73 -0.56 0.36

# 3
Formula: C2H6N2O
Source: the OMol25 dataset
Level of theory: wB97M-V/def2-TZVPD

The calculation puts the total energy at -7194.8685 eV. The value obtained for the energy above the lowest of the compared OMol25 structures with the same formula, charge and spin is 113.4 kcal per mole. Its gap between HOMO and LUMO is 10.941 eV. Its structure (SMILES) is C/N=C/NO.

The geometry in ORCA input format:
```
! RIJCOSX wB97M-V def2-TZVPD def2/J DEFGRID3
* xyz 0 1
C -2.257 -0.129 0.085
N -0.851 -0.487 -0.079
C -0.049 0.418 -0.058
N 1.270 0.645 0.242
O 2.077 -0.565 -0.065
H -2.426 1.089 -0.075
H -3.059 -0.493 -0.823
H -2.792 -0.351 0.917
H -0.396 1.532 -0.345
H 1.488 1.173 -0.611
H 1.469 -1.264 0.159
*
```

Mulliken population analysis, charges in e, atoms 1 to 8: -0.63 -0.29 0.10 -0.20 -0.41 0.19 0.20 0.28

- What is the formula in the second record?
  C4H11N3